(1)
{"formula": "H13Na2O8", "method": "ωB97M-V/def2-TZVPD", "homo_ha": -0.1079, "lumo_ev": 0.99, "gap_ev": 3.93, "de_lowest_kcal_mol": 42.5, "charge": -1, "symbols": ["H", "Na", "H", "H", "O", "O", "H", "O", "H", "H", "O", "H", "Na", "H", "H", "O", "O", "H", "H", "H", "O", "O", "H"], "positions_angstrom": [[-2.08498, 3.16357, -0.46694], [-0.77465, 1.13494, 2.09660], [1.75354, -1.74291, -2.08363], [-1.16200, -1.74706, 0.45122], [2.56841, -0.82242, 1.56785], [1.47835, 2.25039, 1.65128], [-2.60111, -0.07774, -1.21995], [1.97847, -2.06902, -1.20832], [1.70996, -0.56666, 1.18224], [-2.03095, 1.35079, -1.16030], [-2.23935, 0.60939, -1.78156], [0.47059, 0.65054, -0.84620], [0.29535, -2.16894, 2.17783], [1.25914, -1.75040, -0.64108], [-0.24674, 0.23940, 0.15774], [0.14958, -0.52257, 0.61147], [-1.91464, 2.52890, 0.23378], [1.64906, 1.85666, 0.78851], [-2.67627, -1.68458, 0.67200], [0.33814, 0.82431, -2.35950], [0.79008, 1.18947, -1.59296], [-1.92658, -2.28187, 0.74053], [3.21661, -0.36418, 1.02938]], "atomic_forces_ev_per_a": [[0.104, 0.179, 0.232], [0.823, 1.640, -1.089], [-0.029, 0.139, 0.034], [0.307, 0.888, -0.386], [0.101, -1.066, 0.607], [-0.597, -0.605, 0.682], [-0.086, 0.068, 0.056], [-0.062, -0.472, -0.062], [-0.115, 0.858, -0.321], [-0.081, 0.421, 0.802], [0.148, -0.411, -0.586], [0.884, 0.600, -1.144], [0.324, 0.509, -0.574], [0.085, 0.488, -0.044], [-0.414, -0.539, 0.802], [-1.012, -0.869, 0.308], [-0.185, -1.264, 0.164], [-0.037, 0.189, -0.029], [-0.011, 0.017, 0.034], [-0.290, 0.073, 0.109], [0.282, -0.275, -0.124], [-0.129, -0.677, 0.466], [-0.010, 0.108, 0.062]], "mulliken_charge": [0.14, 0.86, 0.30, 0.49, -0.67, -1.03, 0.22, -0.67, 0.47, 0.40, -0.62, 0.09, 0.91, 0.38, 0.03, -0.99, -1.04, 0.14, 0.29, 0.32, -0.62, -0.70, 0.29]}



(2)
{"formula": "H13O6S", "method": "ωB97M-V/def2-TZVPD", "homo_ha": -0.1737, "lumo_ev": 3.36, "gap_ev": 8.09, "de_lowest_kcal_mol": 10.8, "charge": -1, "symbols": ["O", "H", "H", "H", "H", "O", "O", "S", "H", "H", "O", "H", "H", "H", "H", "H", "H", "O", "H", "O"], "positions_angstrom": [[2.40869, -2.73515, -0.09552], [2.08256, -3.14706, 0.70890], [1.28014, -1.11831, 2.14941], [2.14039, -1.80354, -0.03858], [-4.43552, 1.25153, -2.09939], [2.28403, 1.62266, 2.90181], [-4.74457, 1.50640, -2.98092], [1.14593, 0.31450, -0.54391], [-1.51910, -1.62195, -0.19376], [-0.67126, 1.30112, -2.45518], [-1.31335, -1.12119, 0.60537], [-3.96654, 2.00954, -3.25518], [-0.71044, -0.44990, 0.23458], [1.62888, 1.18907, 3.46020], [-1.03636, 1.87689, -1.10700], [-0.05680, -1.76614, 1.95748], [1.82562, 1.63311, 2.04580], [-1.35035, 1.82289, -2.01603], [1.92511, 1.39215, -0.69694], [0.70651, -1.78050, 2.55966]], "atomic_forces_ev_per_a": [[0.166, -0.311, -0.059], [-0.098, 0.172, 0.128], [0.069, -0.015, 0.028], [-0.045, 0.151, -0.160], [-0.298, -0.201, -0.085], [-0.448, 0.010, -0.102], [0.507, 0.172, 0.425], [0.194, 0.046, 0.109], [-0.102, -0.159, 0.214], [0.201, -0.122, 0.288], [-0.277, -0.236, -0.372], [-0.071, 0.008, -0.301], [0.189, 0.363, 0.284], [0.129, -0.042, 0.120], [0.293, -0.232, 0.000], [-0.080, 0.017, 0.033], [0.280, -0.107, -0.135], [-0.656, 0.359, -0.345], [-0.018, 0.058, 0.040], [0.065, 0.069, -0.112]], "mulliken_charge": [-0.65, 0.34, 0.26, 0.26, 0.33, -0.65, -0.66, -0.83, 0.34, 0.31, -0.70, 0.33, 0.24, 0.31, 0.30, 0.43, 0.31, -0.60, 0.01, -0.67]}



For each record above, in turn, the calculated E_tot values are -25424.594 -23333.983 eV.